{"formula": "C38H67FN3O9", "method": "wB97M-V/def2-TZVPD", "spin_multiplicity": 1, "total_charge": -1, "total_energy_ha": -2429.37669, "symbols": ["N", "C", "N", "N", "C", "C", "C", "C", "C", "F", "C", "C", "O", "C", "C", "C", "C", "C", "C", "H", "H", "H", "H", "H", "H", "H", "H", "H", "H", "H", "H", "H", "H", "H", "H", "H", "H", "H", "C", "C", "O", "C", "H", "H", "H", "H", "H", "H", "C", "C", "O", "C", "H", "H", "H", "H", "H", "H", "C", "C", "O", "C", "H", "H", "H", "H", "H", "H", "C", "C", "O", "C", "H", "H", "H", "H", "H", "H", "C", "C", "O", "C", "H", "H", "H", "H", "H", "H", "C", "C", "O", "C", "H", "H", "H", "H", "H", "H", "C", "C", "O", "C", "H", "H", "H", "H", "H", "H", "C", "C", "O", "C", "H", "H", "H", "H", "H", "H"], "positions_angstrom": [[-5.671, 1.667, 4.660], [-4.619, 1.694, 3.937], [-4.751, 1.897, 2.508], [-3.314, 1.598, 4.372], [-3.017, 0.475, 5.293], [-1.805, -0.333, 4.867], [-1.970, -1.062, 3.547], [-0.811, -2.031, 3.287], [0.535, -1.387, 3.282], [0.966, -1.202, 4.668], [1.568, -2.357, 2.720], [1.531, -2.393, 1.222], [0.612, -2.880, 0.564], [2.737, -1.795, 0.541], [2.837, -0.437, 0.519], [3.923, 0.160, -0.036], [4.909, -0.597, -0.596], [4.788, -1.955, -0.597], [3.716, -2.561, -0.015], [-5.385, 1.552, 5.634], [-5.276, 2.761, 2.415], [-5.383, 1.174, 2.182], [-2.739, 1.478, 3.545], [-3.888, -0.158, 5.466], [-2.787, 0.905, 6.273], [-1.629, -1.072, 5.648], [-0.926, 0.309, 4.838], [-2.882, -1.676, 3.578], [-2.085, -0.391, 2.695], [-0.957, -2.417, 2.277], [-0.878, -2.913, 3.961], [1.471, -3.385, 3.140], [2.539, -1.992, 3.051], [2.050, 0.159, 0.957], [3.969, 1.235, -0.002], [5.771, -0.111, -1.030], [5.570, -2.528, -1.061], [3.656, -3.640, 0.001], [9.050, -4.559, -0.013], [7.847, -4.121, 0.793], [7.166, -3.185, 0.454], [7.534, -4.910, 2.043], [9.158, -3.909, -0.879], [9.953, -4.491, 0.596], [8.918, -5.587, -0.355], [8.374, -4.857, 2.739], [7.338, -5.953, 1.788], [6.651, -4.491, 2.520], [-10.485, 3.816, 6.552], [-8.987, 3.844, 6.338], [-8.254, 4.390, 7.130], [-8.460, 3.164, 5.100], [-10.729, 4.338, 7.475], [-10.990, 4.310, 5.721], [-10.832, 2.784, 6.626], [-8.885, 3.636, 4.211], [-8.721, 2.106, 5.114], [-7.381, 3.251, 5.062], [8.680, 1.831, -3.840], [7.449, 1.044, -3.454], [7.414, 0.377, -2.449], [6.259, 1.128, -4.380], [9.454, 1.681, -3.090], [9.053, 1.491, -4.807], [8.441, 2.894, -3.895], [6.530, 0.758, -5.371], [5.919, 2.162, -4.458], [5.449, 0.520, -3.983], [-0.438, -1.686, -2.110], [-0.401, -0.688, -3.236], [0.398, 0.223, -3.266], [-1.414, -0.872, -4.342], [0.331, -1.453, -1.380], [-1.411, -1.655, -1.617], [-0.259, -2.690, -2.499], [-2.425, -0.806, -3.936], [-1.277, -1.840, -4.818], [-1.281, -0.088, -5.088], [-1.421, -4.728, -6.715], [-2.788, -4.315, -6.223], [-2.921, -3.482, -5.358], [-3.979, -4.989, -6.860], [-0.658, -4.171, -6.177], [-1.268, -5.794, -6.541], [-1.329, -4.517, -7.781], [-3.932, -6.066, -6.692], [-3.993, -4.789, -7.932], [-4.893, -4.602, -6.416], [2.208, 2.376, 3.828], [2.548, 3.141, 2.574], [3.052, 2.590, 1.621], [2.236, 4.618, 2.549], [2.480, 1.330, 3.705], [2.757, 2.792, 4.677], [1.136, 2.435, 4.023], [2.790, 5.130, 3.340], [1.166, 4.778, 2.686], [2.529, 5.027, 1.588], [2.646, 3.818, -1.642], [1.259, 4.189, -1.184], [1.077, 4.960, -0.268], [0.108, 3.551, -1.916], [3.381, 4.339, -1.033], [2.795, 2.742, -1.534], [2.780, 4.102, -2.688], [0.163, 2.467, -1.823], [0.141, 3.823, -2.973], [-0.829, 3.902, -1.487], [-5.670, -0.054, -3.262], [-6.254, 0.795, -4.363], [-7.447, 0.856, -4.555], [-5.276, 1.566, -5.217], [-6.471, -0.555, -2.724], [-5.005, -0.807, -3.690], [-5.112, 0.573, -2.564], [-4.594, 0.877, -5.717], [-4.703, 2.257, -4.597], [-5.822, 2.134, -5.968]]}


{"formula": "C38H67O31P3SbSi", "method": "wB97M-V/def2-TZVPD", "spin_multiplicity": 1, "total_charge": -1, "total_energy_ha": -5374.48823, "symbols": ["C", "C", "P", "C", "Sb", "P", "O", "P", "C", "C", "Si", "C", "C", "C", "H", "H", "H", "H", "H", "H", "H", "H", "H", "H", "H", "H", "H", "H", "H", "H", "H", "H", "H", "H", "H", "H", "H", "H", "H", "H", "H", "C", "C", "O", "C", "O", "O", "H", "H", "H", "H", "C", "C", "O", "C", "O", "O", "H", "H", "H", "H", "C", "C", "O", "C", "O", "O", "H", "H", "H", "H", "C", "C", "O", "C", "O", "O", "H", "H", "H", "H", "C", "C", "O", "C", "O", "O", "H", "H", "H", "H", "C", "C", "O", "C", "O", "O", "H", "H", "H", "H", "C", "C", "O", "C", "O", "O", "H", "H", "H", "H", "C", "C", "O", "C", "O", "O", "H", "H", "H", "H", "C", "C", "O", "C", "O", "O", "H", "H", "H", "H", "C", "C", "O", "C", "O", "O", "H", "H", "H", "H"], "positions_angstrom": [[-4.761, -2.816, -3.575], [-3.845, -2.614, -4.803], [-2.026, -2.808, -4.523], [-2.011, -4.461, -3.703], [-1.611, -1.042, -2.692], [-1.473, 0.875, -0.892], [-2.577, 1.890, -1.124], [0.585, -2.157, -1.901], [1.266, -1.069, -0.588], [0.183, -3.648, -0.917], [-0.295, 0.402, -4.430], [0.846, 1.695, -3.658], [-1.504, 1.305, -5.551], [0.824, -0.622, -5.554], [-5.474, -3.623, -3.739], [-4.193, -3.056, -2.678], [-5.318, -1.908, -3.350], [-4.110, -3.337, -5.575], [-3.989, -1.606, -5.190], [-2.710, -5.118, -4.226], [-1.015, -4.889, -3.775], [-2.321, -4.416, -2.657], [-2.514, -2.009, -1.464], [-3.142, -0.270, -3.150], [-0.232, 1.552, -0.903], [-1.631, 0.353, 0.422], [1.533, -0.093, -0.980], [2.181, -1.536, -0.215], [0.606, -0.960, 0.275], [-0.200, -4.448, -1.539], [-0.478, -3.430, -0.073], [1.131, -3.991, -0.499], [0.303, 2.533, -3.225], [1.522, 2.092, -4.421], [1.472, 1.229, -2.896], [-2.179, 0.620, -6.061], [-0.906, 1.810, -6.318], [-2.066, 2.069, -5.016], [0.276, -1.394, -6.088], [1.597, -1.078, -4.931], [1.314, 0.067, -6.248], [-2.130, 5.971, -0.954], [-1.364, 4.736, -1.370], [-0.982, 5.076, -2.724], [-0.985, 6.404, -2.847], [-0.551, 7.007, -3.785], [-1.544, 7.001, -1.770], [-2.026, 6.220, 0.098], [-3.189, 5.897, -1.205], [-0.456, 4.593, -0.781], [-1.958, 3.821, -1.332], [2.095, 1.630, 4.329], [2.462, 0.229, 3.880], [1.933, 0.202, 2.549], [1.835, 1.464, 2.090], [1.570, 1.747, 0.969], [2.073, 2.352, 3.088], [2.818, 2.079, 5.004], [1.102, 1.672, 4.778], [3.543, 0.081, 3.835], [2.007, -0.550, 4.478], [3.716, -6.358, 0.600], [3.227, -7.259, 1.717], [3.073, -6.335, 2.804], [2.893, -5.091, 2.287], [2.564, -4.145, 2.924], [3.138, -5.097, 0.963], [3.369, -6.650, -0.387], [4.802, -6.261, 0.596], [2.256, -7.708, 1.502], [3.938, -8.032, 1.986], [-0.245, 9.065, 0.161], [-0.161, 10.576, 0.052], [-0.062, 10.971, 1.432], [0.434, 9.935, 2.139], [0.792, 10.001, 3.273], [0.471, 8.818, 1.385], [0.229, 8.543, -0.663], [-1.270, 8.714, 0.276], [0.729, 10.915, -0.475], [-1.038, 11.030, -0.400], [-1.521, -2.617, 4.370], [-1.968, -2.912, 5.792], [-0.786, -2.603, 6.552], [-0.036, -1.746, 5.831], [0.933, -1.178, 6.230], [-0.519, -1.613, 4.585], [-2.308, -2.230, 3.730], [-1.055, -3.475, 3.886], [-2.775, -2.256, 6.118], [-2.262, -3.943, 5.945], [6.849, -7.895, 5.042], [7.090, -9.380, 4.823], [6.580, -9.574, 3.499], [6.607, -8.387, 2.850], [6.387, -8.241, 1.693], [6.901, -7.386, 3.706], [7.606, -7.410, 5.651], [5.861, -7.687, 5.455], [8.150, -9.635, 4.829], [6.557, -10.020, 5.520], [2.952, -3.844, -5.268], [3.964, -4.960, -5.060], [3.471, -5.600, -3.879], [2.145, -5.316, -3.766], [1.416, -5.826, -2.979], [1.779, -4.394, -4.671], [2.758, -3.609, -6.310], [3.212, -2.930, -4.731], [3.958, -5.683, -5.878], [4.978, -4.608, -4.893], [-6.539, 6.413, -0.812], [-6.810, 6.356, 0.682], [-5.565, 6.801, 1.230], [-4.922, 7.540, 0.298], [-3.936, 8.169, 0.498], [-5.550, 7.449, -0.896], [-7.405, 6.684, -1.408], [-6.107, 5.486, -1.193], [-7.595, 7.049, 0.990], [-7.039, 5.360, 1.048], [-3.953, -5.857, 8.950], [-3.524, -7.221, 8.436], [-3.962, -7.177, 7.074], [-4.050, -5.883, 6.690], [-4.212, -5.517, 5.574], [-3.918, -5.061, 7.760], [-3.283, -5.436, 9.693], [-4.973, -5.860, 9.337], [-2.442, -7.351, 8.452], [-3.999, -8.052, 8.949], [2.507, 9.958, -5.123], [2.076, 8.983, -4.042], [1.836, 9.867, -2.932], [1.571, 11.099, -3.411], [1.171, 12.009, -2.760], [1.830, 11.160, -4.737], [2.198, 9.665, -6.122], [3.582, 10.148, -5.115], [1.149, 8.463, -4.280], [2.838, 8.256, -3.776]]}


{"formula": "C38H70Br3Cl2F4N6O", "method": "wB97M-V/def2-TZVPD", "spin_multiplicity": 1, "total_charge": 1, "total_energy_ha": -10935.30486, "symbols": ["C", "C", "C", "C", "C", "N", "N", "C", "C", "C", "C", "N", "C", "N", "N", "C", "C", "Cl", "C", "C", "Cl", "C", "C", "C", "C", "F", "Br", "C", "F", "F", "Br", "N", "C", "C", "C", "O", "C", "F", "C", "C", "C", "Br", "H", "H", "H", "H", "H", "H", "H", "H", "H", "H", "H", "H", "H", "H", "H", "H", "H", "H", "H", "H", "H", "H", "H", "H", "H", "H", "H", "H", "H", "H", "H", "H", "H", "H", "H", "H", "H", "H", "H", "H", "H", "H", "C", "C", "C", "C", "C", "C", "H", "H", "H", "H", "H", "H", "H", "H", "H", "H", "H", "H", "H", "H", "C", "C", "C", "C", "C", "C", "H", "H", "H", "H", "H", "H", "H", "H", "H", "H", "H", "H", "H", "H"], "positions_angstrom": [[4.617, 1.088, 1.300], [3.410, 1.548, 1.037], [2.157, 0.804, 0.630], [1.679, 1.430, -0.707], [0.685, 0.675, -1.606], [0.952, 1.007, -3.013], [2.370, -0.665, 0.520], [3.311, -1.258, -0.482], [4.012, -0.375, -1.517], [5.364, -0.998, -1.925], [6.450, 0.069, -2.039], [7.765, -0.494, -2.367], [8.702, -0.377, -1.303], [9.439, 0.644, -1.239], [8.622, -1.449, -0.355], [1.664, -1.417, 1.314], [1.980, -2.911, 1.255], [0.617, -3.960, 1.687], [3.313, -3.350, 1.970], [3.246, -4.619, 2.798], [4.039, -2.026, 2.920], [0.583, -0.618, 2.074], [-0.772, -0.607, 1.301], [-1.512, -1.899, 0.924], [-2.970, -1.633, 0.556], [-3.588, -0.944, 1.563], [-3.867, -3.342, 0.349], [-3.222, -0.794, -0.716], [-4.513, -0.675, -0.942], [-2.751, 0.449, -0.497], [-2.376, -1.505, -2.293], [0.558, -0.809, 3.523], [-0.354, 0.084, 4.256], [0.410, -2.134, 4.108], [-0.968, -2.636, 4.466], [1.393, -2.734, 4.427], [1.162, 0.890, 1.834], [1.932, 1.166, 2.953], [0.134, 2.026, 1.718], [0.673, 3.412, 2.091], [-0.466, 4.437, 2.030], [-0.049, 6.020, 3.060], [4.897, 0.043, 1.251], [5.395, 1.778, 1.604], [3.245, 2.620, 1.094], [1.293, 2.424, -0.477], [2.555, 1.603, -1.327], [-0.337, 0.950, -1.343], [0.800, -0.406, -1.489], [0.293, 1.697, -3.353], [0.808, 0.194, -3.600], [4.049, -1.833, 0.073], [2.716, -1.978, -1.052], [4.182, 0.640, -1.180], [3.380, -0.305, -2.406], [5.264, -1.518, -2.883], [5.702, -1.730, -1.184], [6.514, 0.588, -1.076], [6.168, 0.814, -2.790], [7.667, -1.471, -2.616], [10.040, 0.615, -0.417], [9.118, -2.273, -0.681], [9.046, -1.167, 0.522], [2.104, -3.162, 0.204], [4.026, -3.535, 1.165], [2.578, -4.529, 3.649], [2.967, -5.469, 2.172], [4.253, -4.808, 3.175], [-1.459, 0.010, 1.871], [-0.581, -0.070, 0.378], [-1.542, -2.595, 1.757], [-1.035, -2.388, 0.074], [0.076, 1.082, 4.304], [-1.374, 0.120, 3.872], [-0.400, -0.267, 5.287], [-1.065, -3.669, 4.137], [-1.787, -2.024, 4.094], [-1.034, -2.648, 5.558], [-0.737, 1.826, 2.341], [-0.263, 2.078, 0.701], [1.434, 3.746, 1.381], [1.092, 3.402, 3.096], [-1.388, 4.044, 2.454], [-0.640, 4.785, 1.014], [-2.156, -3.605, -5.726], [-1.993, -2.122, -6.047], [-3.313, -1.416, -6.353], [-4.056, -1.953, -7.578], [-3.255, -1.917, -8.879], [-2.851, -0.510, -9.307], [-2.573, -4.156, -6.569], [-1.196, -4.065, -5.483], [-2.823, -3.750, -4.872], [-1.298, -2.002, -6.881], [-1.528, -1.622, -5.191], [-3.122, -0.347, -6.481], [-3.971, -1.500, -5.482], [-4.972, -1.370, -7.708], [-4.380, -2.979, -7.388], [-3.862, -2.368, -9.667], [-2.363, -2.543, -8.789], [-3.730, 0.125, -9.436], [-2.312, -0.528, -10.255], [-2.200, -0.033, -8.572], [-7.550, 3.621, 3.477], [-6.572, 4.152, 4.520], [-5.262, 4.664, 3.925], [-4.445, 3.607, 3.183], [-4.062, 2.389, 4.017], [-3.180, 2.733, 5.214], [-7.143, 2.766, 2.935], [-8.481, 3.297, 3.942], [-7.795, 4.394, 2.745], [-6.369, 3.373, 5.261], [-7.043, 4.972, 5.067], [-4.655, 5.105, 4.721], [-5.480, 5.481, 3.231], [-3.528, 4.076, 2.809], [-4.993, 3.273, 2.298], [-3.532, 1.683, 3.367], [-4.960, 1.868, 4.358], [-2.260, 3.233, 4.894], [-2.901, 1.839, 5.773], [-3.689, 3.400, 5.909]]}


What is the formula in the first record? C38H67FN3O9